The following is a quantum chemistry calculation of an isolated ion of composition C6H8N3O2 and charge +1 at a distorted geometry, from OMol25.

Last column: Mulliken charge in e.
Cartesian coordinates (Å):
C1 2.5141 -0.2907 0.0871  -0.381
C2 1.7531 0.6073 0.8287  -0.538
C3 1.9098 -1.2965 -0.6602  -0.415
C4 0.4181 0.3753 0.9798  -0.066
C5 0.6181 -1.5826 -0.5606  -0.419
C6 -0.1772 -0.7682 0.3027  0.359
N1 -1.5527 -0.8821 0.3795  0.783
N2 -1.7760 1.2853 -0.5360  -0.551
N3 -2.2938 0.1285 -0.0493  0.384
O1 -2.1889 -1.9043 0.7108  -0.601
O2 -3.6190 -0.0827 -0.1582  -0.354
H1 3.6197 -0.1319 -0.1189  0.326
H2 2.1219 1.4492 1.4953  0.293
H3 2.5132 -2.0724 -1.1694  0.319
H4 -0.1281 1.0497 1.6597  0.447
H5 0.1405 -2.3726 -1.1760  0.374
H6 -1.8229 2.0081 0.1595  0.291
H7 -2.0629 1.4036 -1.5545  0.299
H8 -3.9752 -0.9244 0.2424  0.449

Force components x, y, z for each atom (eV/Å):
1.875 0.920 -1.332
0.879 0.753 1.512
3.238 -1.163 0.296
-1.521 -1.960 -0.586
-4.532 0.220 0.747
3.156 1.937 -0.028
2.734 -2.629 1.378
-0.941 -1.780 -1.937
-4.391 3.394 -1.270
-1.114 -1.563 0.347
0.222 0.969 -0.381
-1.507 -0.156 0.759
0.192 -1.185 -1.378
-0.063 1.049 -0.029
-0.088 -0.638 -0.478
0.348 0.491 0.688
-0.123 0.711 -0.191
0.309 0.455 1.988
1.326 0.175 -0.104

As for the total charge: +1. The HOMO energy (spin up / spin down) comes out at -12.47 / -13.36 eV. The calculation puts the HOMO-LUMO gap (spin up / spin down) at 8.9865 / 5.4573 eV. As for the spin multiplicity: 3. The calculation puts the total energy at -547.626722 Ha. The calculation puts the molecular weight at 154.149 Da. The energy above the lowest of the compared OMol25 structures with the same formula, charge and spin is 1.6078 eV.